Formula: C4H9FNO
Source: the Open Molecules 2025 dataset
Level of theory: ωB97M-V/def2-TZVPD

Summary:
HOMO-LUMO gap (alpha / beta), eV: 7.0013 / 9.5700
⟨S²⟩: 2.005
Total charge: +1
LUMO level (alpha / beta), eV: -3.348 / -8.277
M, g/mol: 106.120
F_max, eV/A: 10.2
Highest occupied orbital energy (alpha / beta), eV: -10.3 / -17.8
Calculated total energy, Ha: -387.1580
Multiplicity: 3

Cartesian coordinates (Å):
C 2.10 0.01 -0.08
C -0.71 -1.17 0.87
C -1.48 0.70 -0.83
C 0.75 0.67 0.25
N -0.42 -0.14 -0.27
O 2.23 -0.94 -0.78
F 3.16 0.57 0.45
H -0.46 -0.87 1.82
H -1.72 -1.25 0.78
H -0.10 -2.08 0.63
H -1.91 1.15 0.03
H -1.14 1.33 -1.53
H -2.11 -0.05 -1.26
H 0.89 1.59 -0.20
H 0.80 0.99 1.22
H 0.08 -0.51 -1.11